(w)
This record from OMol25 describes a cluster of 3 separate species, C3H6BClO2 in total. The level of theory is the ωB97M-V functional and the def2-TZVPD basis.

Values from the calculation:
HOMO-LUMO gap (spin up / spin down)	4.64 / 6.94	eV
⟨S²⟩	2.014

Geometry as ORCA input:
```
! wB97M-V def2-TZVPD RIJCOSX def2/J DEFGRID3
* xyz 0 3
B 1.2774 1.8998 0.2125
C -1.1906 -1.4890 0.1748
C -2.2883 -0.7354 0.0422
C -3.3133 0.0264 0.0631
O 2.4719 1.6546 -0.3425
O 0.1871 2.0094 0.7214
Cl 4.8292 -1.0729 -0.2428
H -1.1665 -2.4301 -0.3617
H -0.1883 -1.1163 0.5696
H 4.4573 -0.5690 0.8659
H -3.4825 0.4072 -0.9874
H 2.6040 1.4929 -1.3463
H -4.1974 -0.0777 0.6312
*
```

For reference, the Mulliken charges in units of e are:
1. B 0.6389
2. C -0.5535
3. C 0.3944
4. C -0.8618
5. O -0.5261
6. O -0.4714
7. Cl -0.2459
8. H 0.2385
9. H 0.2224
10. H 0.2390
11. H 0.2025
12. H 0.3555
13. H 0.3676

(x)
This record from OMol25 describes the molecule C3H6BClO2. The level of theory is the ωB97M-V functional and the def2-TZVPD basis.

Values from the calculation:
HOMO-LUMO gap (spin up / spin down)	7.14 / 8.61	eV
⟨S²⟩	2.005

Geometry as ORCA input:
```
! wB97M-V def2-TZVPD RIJCOSX def2/J DEFGRID3
* xyz 0 3
B -0.0103 -1.9186 0.8011
C 1.0139 1.5364 -0.1163
C 0.1604 0.2814 -0.3928
C -0.6253 -0.4528 0.4880
O -0.7858 -2.7338 1.4953
O 1.3500 -1.9989 0.8323
Cl 2.3587 1.2679 0.6011
H 1.2926 2.0671 -1.1141
H 0.5261 2.2834 0.5027
H 0.3877 -0.1425 -1.3643
H -0.6669 0.0453 1.3683
H -0.2757 -3.5416 1.6967
H 1.9081 -1.3481 0.4682
*
```

For reference, the Mulliken charges in units of e are:
1. B 0.5945
2. C -0.1693
3. C -0.5713
4. C -0.5414
5. O -0.4548
6. O -0.5252
7. Cl -0.2106
8. H 0.2652
9. H 0.2789
10. H 0.4223
11. H 0.3255
12. H 0.3149
13. H 0.2713

Most stable: (x). Least stable: (w).

(w)
This record from OMol25 describes the ion C5H11N4O with charge +1. The level of theory is the ωB97M-V functional and the def2-TZVPD basis.

Values from the calculation:
HOMO-LUMO gap	9.44	eV
structure (SMILES)	C[C@@H]1N=N[C@@H](C)[N+](N)=C1O

Geometry as ORCA input:
```
! wB97M-V def2-TZVPD RIJCOSX def2/J DEFGRID3
* xyz 1 1
C -2.7442 -0.6290 -0.0479
C -1.2080 -0.5767 -0.2757
N -0.5943 -1.5303 0.6152
N 0.5634 -1.4070 0.9795
C 1.4010 -0.4006 0.4237
C 1.9316 -0.9790 -0.9075
N 0.6812 0.8042 0.2354
N 1.0669 2.0179 0.7823
C -0.5833 0.7407 -0.1930
O -1.3543 1.8071 -0.0953
H -2.8440 -0.3222 0.9692
H -3.1178 -1.6401 0.0404
H -3.2297 -0.0754 -0.8007
H -1.0732 -0.9502 -1.3730
H 2.2355 -0.2031 1.1394
H 1.1243 -1.2320 -1.4428
H 2.4080 -2.0264 -0.8079
H 2.6516 -0.3152 -1.3120
H 1.5755 2.0549 1.6868
H 1.8147 2.4147 0.1826
H -0.7049 2.4478 0.2013
*
```

For reference, the Mulliken charges in units of e are:
1. C -1.4772
2. C 0.3339
3. N -0.0473
4. N -0.4669
5. C -0.0761
6. C -1.1653
7. N 0.4827
8. N -0.9476
9. C 0.5662
10. O -0.3682
11. H 0.3832
12. H 0.4208
13. H 0.4050
14. H 0.2742
15. H 0.5411
16. H 0.3045
17. H 0.3711
18. H 0.3718
19. H 0.3208
20. H 0.2720
21. H 0.5015

(x)
This record from OMol25 describes the ion C5H11N4O with charge +1. The level of theory is the ωB97M-V functional and the def2-TZVPD basis.

Values from the calculation:
HOMO-LUMO gap (spin up / spin down)	8.35 / 8.35	eV

Geometry as ORCA input:
```
! wB97M-V def2-TZVPD RIJCOSX def2/J DEFGRID3
* xyz 1 1
C -1.4665 -1.1981 0.5963
C -0.9199 1.0664 -0.2679
C 0.8771 -0.7473 0.7014
C -1.8715 2.1629 -0.7472
C 2.1228 -0.6354 -1.3368
N 0.1422 1.2306 0.2798
N -1.7023 -0.1801 -0.2296
N -0.2682 -1.2926 1.1949
N 1.8358 -0.5124 1.6293
O 1.1214 -1.2931 -0.4562
H -2.2406 -1.8689 0.8484
H -2.6503 1.7480 -1.4514
H -1.3165 2.9176 -1.3799
H -2.3725 2.7158 0.0245
H 3.0505 -1.2875 -1.3591
H 2.3775 0.1982 -0.6899
H 1.7531 -0.5499 -2.3423
H -2.7506 -0.1622 -0.5775
H -0.1763 -1.9896 1.8758
H 1.6611 0.1893 2.2990
H 2.7935 -0.5119 1.3884
*
```

For reference, the Mulliken charges in units of e are:
1. C -0.2535
2. C 0.6496
3. C 0.5023
4. C -1.0777
5. C -0.6925
6. N -0.6101
7. N -0.1297
8. N -0.0393
9. N -0.4317
10. O -0.3445
11. H 0.4238
12. H 0.3192
13. H 0.3066
14. H 0.2832
15. H 0.2719
16. H 0.3990
17. H 0.2711
18. H 0.3642
19. H 0.2909
20. H 0.2297
21. H 0.2676

Most stable: (x). Least stable: (w).

(w)
This record from OMol25 describes a structure of composition C15H22GdN8S7Sb. The level of theory is the ωB97M-V functional and the def2-TZVPD basis.

Values from the calculation:
HOMO-LUMO gap (spin up / spin down)	7.53 / 4.45	eV
⟨S²⟩	13.076

Geometry as ORCA input:
```
! wB97M-V def2-TZVPD RIJCOSX def2/J DEFGRID3
* xyz 1 7
Gd 0.4173 1.1203 0.2739
C 0.3823 -3.5126 -0.3731
C 0.0743 -2.0512 -0.2805
N 0.9786 -1.1204 -0.3881
N 2.2319 -1.5574 -0.7401
C 3.2528 -0.6792 -0.9120
N 4.4214 -1.2193 -1.3132
S 3.1374 0.9670 -0.6123
C -1.2979 -1.5995 -0.0737
C -2.4005 -2.4712 -0.1442
C -3.6744 -1.9642 -0.0664
C -3.8636 -0.5945 0.0990
C -2.7444 0.2024 0.1910
N -1.4989 -0.2884 0.1053
H 1.3628 -3.7555 0.0404
H 0.3473 -3.8930 -1.3969
H -0.3250 -4.1025 0.2047
H 2.3361 -2.5336 -0.9861
H 4.4546 -2.1319 -1.7419
H 5.1603 -0.5875 -1.5736
H -2.2547 -3.5284 -0.2964
H -4.5210 -2.6320 -0.1476
H -4.8469 -0.1575 0.1520
H -2.8248 1.2780 0.3278
S -2.1553 6.5968 1.6830
Sb -0.5071 5.9626 0.4624
S 0.2963 3.7080 1.4405
S -0.9782 3.4751 -0.2703
C 0.0041 -2.5359 4.4268
C 1.3093 -2.5025 3.6494
C 1.7392 -1.1066 3.3214
N 1.0706 -0.3287 2.5372
N 1.6392 0.9086 2.3811
C 2.7348 1.0460 3.0796
N 3.4488 2.1843 3.0937
S 3.1505 -0.3563 3.9863
H -0.2974 -3.5616 4.6233
H -0.7893 -2.0496 3.8606
H 0.1006 -2.0213 5.3792
H 1.2131 -3.0355 2.6995
H 2.1110 -3.0062 4.1936
H 3.1885 2.9156 2.4505
H 4.3576 2.2132 3.5179
S 0.3943 0.8778 -2.7223
C -0.8199 1.6540 -3.5869
N -1.2066 2.9040 -3.4284
C -2.3097 3.4036 -4.2284
C -2.5491 2.3712 -5.3473
S -1.6695 0.8601 -4.8746
H -0.7626 3.4299 -2.6795
H -2.0373 4.3719 -4.6535
H -3.1905 3.5395 -3.5951
H -2.1802 2.7397 -6.3018
H -3.6104 2.1541 -5.4460
*
```

For reference, the Mulliken charges in units of e are:
1. Gd 0.1453
2. C -2.3596
3. C 0.8518
4. N 0.7370
5. N -0.6584
6. C 0.6005
7. N -0.4572
8. S -0.3270
9. C 0.7172
10. C -1.0497
11. C -0.4432
12. C -1.0331
13. C -0.0352
14. N 0.3555
15. H 0.6444
16. H 0.3311
17. H 0.5465
18. H 0.2627
19. H 0.1899
20. H 0.2491
21. H 0.3842
22. H 0.4478
23. H 0.4496
24. H 0.4280
25. S -0.4909
26. Sb 0.4379
27. S -0.2495
28. S -0.2346
29. C -1.1546
30. C -0.1120
31. C 0.0919
32. N -0.0906
33. N 0.0623
34. C 0.3593
35. N -0.3753
36. S -0.2175
37. H 0.3739
38. H 0.2707
39. H 0.3470
40. H -0.0790
41. H 0.4038
42. H 0.1611
43. H 0.2161
44. S -0.2275
45. C 0.2367
46. N -0.0239
47. C -0.5918
48. C -0.4894
49. S -0.0863
50. H 0.1968
51. H 0.3429
52. H 0.2600
53. H 0.3313
54. H 0.3537

(x)
This record from OMol25 describes a structure of composition C15H22GdN8S7Sb. The level of theory is the ωB97M-V functional and the def2-TZVPD basis.

Values from the calculation:
HOMO-LUMO gap (spin up / spin down)	7.47 / 5.54	eV
⟨S²⟩	12.345

Geometry as ORCA input:
```
! wB97M-V def2-TZVPD RIJCOSX def2/J DEFGRID3
* xyz 1 7
Gd -0.3558 -0.1052 0.1216
C -4.4661 2.1765 -1.5372
C -3.0572 1.6979 -1.3579
N -2.4477 1.6595 -0.2228
N -3.0700 2.0718 0.9066
C -2.3676 2.2102 2.0622
N -3.0606 2.4319 3.1851
S -0.6980 2.2358 2.0472
C -2.2770 1.2603 -2.5257
C -2.8914 0.9722 -3.7443
C -2.1208 0.5579 -4.8167
C -0.7462 0.5185 -4.6636
C -0.2099 0.8301 -3.4201
N -0.9433 1.1388 -2.3531
H -4.6753 3.0161 -0.8770
H -5.1742 1.3756 -1.3163
H -4.6318 2.5142 -2.5545
H -4.0883 2.0866 0.9469
H -4.0447 2.2188 3.2546
H -2.5352 2.4982 4.0424
H -3.9610 1.0270 -3.8575
H -2.5941 0.2931 -5.7500
H -0.1051 0.2334 -5.4832
H 0.8635 0.8094 -3.2727
S -0.0641 -3.3019 0.7299
Sb -2.3383 -2.9924 0.0677
S -2.5733 -1.0240 1.4339
S -1.3790 -1.8185 -1.8256
C 3.4443 2.8756 3.6600
C 3.4716 2.0578 2.3684
C 2.6840 0.8119 2.4863
N 1.6920 0.4932 1.7353
N 1.0974 -0.6846 2.0520
C 1.6561 -1.2853 3.0763
N 1.2168 -2.4298 3.5994
S 3.0090 -0.3853 3.7259
H 4.0844 3.7473 3.5530
H 3.8048 2.2850 4.4999
H 2.4341 3.2130 3.8767
H 4.5065 1.8023 2.1364
H 3.0622 2.6384 1.5409
H 0.5795 -2.9764 3.0250
H 1.7519 -2.8956 4.3113
S 2.1765 -0.1012 -1.2191
C 2.4026 -1.7607 -1.1247
N 1.9170 -2.6229 -2.0040
C 2.1952 -4.0316 -1.8305
C 3.2383 -4.1709 -0.7188
S 3.4344 -2.5154 0.0428
H 1.1865 -2.3374 -2.6494
H 2.5723 -4.4495 -2.7700
H 1.2652 -4.5450 -1.5589
H 4.2155 -4.4717 -1.0947
H 2.9128 -4.8556 0.0610
*
```

For reference, the Mulliken charges in units of e are:
1. Gd 0.5381
2. C -1.8030
3. C 0.5540
4. N 0.3945
5. N -0.3431
6. C 0.2425
7. N -0.4061
8. S -0.2845
9. C 0.9536
10. C -0.7431
11. C -0.4963
12. C -0.6898
13. C -0.2541
14. N -0.1933
15. H 0.4938
16. H 0.3649
17. H 0.4758
18. H 0.2602
19. H 0.2058
20. H 0.2359
21. H 0.2945
22. H 0.4582
23. H 0.4431
24. H 0.4650
25. S -0.3833
26. Sb 0.2545
27. S -0.3990
28. S -0.3764
29. C -1.1421
30. C -0.4482
31. C 0.1009
32. N -0.1949
33. N 0.3634
34. C 0.3511
35. N -0.3215
36. S -0.2139
37. H 0.3649
38. H 0.3735
39. H 0.2835
40. H 0.3193
41. H 0.2016
42. H 0.1000
43. H 0.2393
44. S -0.4390
45. C 0.4093
46. N 0.0118
47. C -0.7151
48. C -0.4151
49. S -0.0196
50. H 0.1658
51. H 0.3840
52. H 0.2546
53. H 0.4181
54. H 0.3058

Most stable: (w). Least stable: (x).

(w)
This record from OMol25 describes the molecule C4H7FS. The level of theory is the ωB97M-V functional and the def2-TZVPD basis.

Values from the calculation:
HOMO-LUMO gap	10.16	eV
structure (SMILES)	FCC1(S)CC1

Geometry as ORCA input:
```
! wB97M-V def2-TZVPD RIJCOSX def2/J DEFGRID3
* xyz 0 1
F -1.4172 -1.2762 -0.9343
C -1.3153 0.1006 -0.7421
C 0.1003 0.3812 -0.1094
S 0.6046 2.0640 0.1070
C 1.2173 -0.6472 -0.3131
C 0.4713 -0.6299 0.9840
H -2.1141 0.4394 -0.0695
H -1.3971 0.6218 -1.6983
H -0.2130 2.2931 1.1415
H 2.2699 -0.3123 -0.5017
H 1.0432 -1.4825 -1.0157
H 1.0066 -0.1905 1.8358
H -0.2565 -1.3615 1.3157
*
```

For reference, the Mulliken charges in units of e are:
1. F -0.2969
2. C -0.3915
3. C 0.3943
4. S -0.2304
5. C -0.5453
6. C -0.5847
7. H 0.2732
8. H 0.3037
9. H 0.1179
10. H 0.2675
11. H 0.1905
12. H 0.2492
13. H 0.2526

(x)
This record from OMol25 describes the molecule C4H7FS. The level of theory is the ωB97M-V functional and the def2-TZVPD basis.

Values from the calculation:
HOMO-LUMO gap	9.90	eV
structure (SMILES)	C=C(CF)CS

Geometry as ORCA input:
```
! wB97M-V def2-TZVPD RIJCOSX def2/J DEFGRID3
* xyz 0 1
C 1.0275 -1.0822 -0.2839
C 0.1618 -0.1020 -0.2066
C 0.8207 1.3410 -0.0952
F 1.4207 1.6620 -1.3039
C -1.2885 -0.3255 -0.2145
S -1.7908 -1.6421 1.1179
H 0.8649 -2.1382 -0.4287
H 2.0860 -0.7145 -0.1712
H 1.7146 1.3950 0.5803
H 0.1424 2.0718 0.2715
H -1.8194 0.6725 -0.0206
H -1.7115 -0.5738 -1.1467
H -1.6284 -0.5640 1.9015
*
```

For reference, the Mulliken charges in units of e are:
1. C -0.9517
2. C 0.9269
3. C -0.5241
4. F -0.2677
5. C -0.9811
6. S -0.1850
7. H 0.3242
8. H 0.2181
9. H 0.2754
10. H 0.3192
11. H 0.3195
12. H 0.3825
13. H 0.1439

Most stable: (w). Least stable: (x).